1.
C28H43ClFN9O2 | the ωB97M-V functional and the def2-TZVPD basis

Cartesian coordinates (Å):
Cl: -6.0691 -2.1059 -2.1541
F: -2.9031 2.7353 -5.3251
O: -5.6518 0.4141 -4.1073
O: -2.2897 1.8819 -3.2863
N: -0.3999 -2.5218 4.1677
N: 3.2709 2.7312 -7.3326
N: -8.0241 0.7559 -0.8231
N: -4.6283 2.4473 -3.5693
N: 3.8410 1.5002 -1.9586
N: -4.4942 1.5571 -0.7853
N: -1.4643 2.5392 3.5516
N: 2.9724 1.2017 5.5392
N: -2.3436 -1.2453 -2.7941
C: 1.8981 -1.8760 6.8529
C: -3.4282 -1.0883 -2.2846
C: -3.5321 1.6390 1.5882
C: 6.7180 1.7240 -8.4373
C: -5.2015 1.1440 -3.1680
C: -0.2691 -3.5862 4.6768
C: 2.9693 2.2924 -4.3794
C: -0.9751 1.6520 2.9333
C: -5.3228 0.6477 -1.6136
C: 3.7650 1.8492 -7.9545
C: -2.4268 -4.8039 6.3587
C: 1.0937 0.3122 2.6243
C: 0.8507 0.8998 -4.1510
C: 3.4570 1.8495 -3.0266
C: -3.2229 2.3330 -3.9885
C: 1.4398 2.2824 -4.4082
C: 1.9762 1.5400 2.4246
C: -1.4728 -5.6050 5.4788
C: -0.3462 0.5286 2.1552
C: -6.9073 0.7450 -1.2816
C: -4.8798 1.5535 0.6623
C: 5.8268 0.4989 -8.2620
C: -4.8338 -0.8983 -1.5050
C: -0.1058 -4.9357 5.3196
C: 3.1027 0.1395 6.0512
C: 0.9444 -1.0734 7.7315
C: 4.3924 0.7323 -8.7422
C: 3.2663 -1.2090 6.6948
H: 2.9981 1.3279 2.7467
H: 1.0500 2.9789 -3.6583
H: 6.3625 2.5697 -7.8428
H: 1.5253 -0.5289 2.0732
H: 7.7366 1.5026 -8.1092
H: -1.9326 -5.7477 4.4955
H: 5.8221 0.2121 -7.2053
H: -5.4203 0.5985 1.0121
H: 3.7987 -0.1758 -8.6085
H: -3.4848 1.3108 -0.8269
H: -3.8185 1.5147 2.7019
H: 6.2581 -0.3373 -8.8203
H: 1.4391 -2.0175 5.8699
H: -3.3771 -5.3323 6.4676
H: 0.7252 -0.0939 7.2986
H: -2.0052 -4.6521 7.3574
H: -4.6343 -1.2175 -0.4126
H: -1.3348 -6.5982 5.9164
H: 1.1006 0.0399 3.6846
H: -2.6480 -3.8245 5.9262
H: -4.7744 3.1844 -2.8617
H: -0.2392 0.9349 -4.2095
H: 1.0993 2.6379 -5.3851
H: 3.9161 -1.8270 6.0695
H: 3.7499 -1.0862 7.6680
H: -0.9316 -0.3825 2.3074
H: 0.3777 -4.8126 6.2930
H: 6.7578 2.0331 -9.4865
H: 1.3649 -0.9222 8.7308
H: 3.3424 3.2994 -4.5819
H: -0.3704 0.7738 1.0892
H: 1.1102 0.5295 -3.1554
H: 4.3800 0.9922 -9.8044
H: 3.3718 1.6225 -5.1423
H: 2.0053 1.8358 1.3708
H: 0.5445 -5.5526 4.6939
H: -0.0073 -1.6004 7.8392
H: 2.0337 -2.8700 7.2912
H: -2.8582 0.7758 1.2233
H: 1.6215 2.3914 3.0114
H: -5.4633 2.5169 0.8956
H: -2.9929 2.6415 1.4960
H: 1.2087 0.1770 -4.8914

Results
M = 592.16 g/mol
charge = 0
E_LUMO = -0.5 eV
orbital gap = 9.94 eV
highest occupied orbital energy = -10.413 eV
SMILES = CCN[C@@](C#N)(C(=O)NC(=O)F)[C@@H](Cl)C#N.CCCC#N.CCCC#N.CCCC#N.CCCC#N.CCCC#N

***

2.
C28H43FN2O8PdSi2 | the ωB97M-V functional and the def2-TZVPD basis

Cartesian coordinates (Å):
Pd: -0.9699 -0.2410 1.6583
Si: 1.1366 -0.4745 -0.9819
Si: -2.5486 2.7499 0.7029
F: -3.0030 -1.7369 0.6213
O: -1.4120 1.3218 2.9941
O: 1.7819 -1.9353 -0.7038
O: -0.2893 -0.2550 -0.1721
O: -0.5473 2.5537 4.6674
O: 2.2236 0.6809 -0.5805
O: -0.5764 -2.3801 1.7966
O: 0.8380 -0.3411 -2.5781
O: 0.6287 -3.9999 2.7732
N: -2.6391 0.9841 0.4030
N: -0.0874 -0.7274 3.6421
C: -3.7272 3.0410 2.1011
C: -3.1323 3.8247 -0.7092
C: 4.4331 0.0273 0.1129
C: -3.1380 0.2790 -0.6081
C: -0.6867 1.5120 4.0696
C: -3.9711 0.0596 -2.9031
C: 0.9157 -2.2566 5.1157
C: -3.5477 0.8448 -1.8615
C: -0.1546 -3.3544 -1.1078
C: -0.0886 1.9301 -2.6204
C: -4.0418 -1.3320 -2.7632
C: 0.9995 -1.2491 6.0699
C: 0.3620 -1.9450 3.8945
C: 1.8702 1.2575 -4.0242
C: 3.4898 2.2959 0.5882
C: 2.6032 0.3099 1.8015
C: 0.5144 0.0253 5.7842
C: 3.1825 0.8132 0.4848
C: -0.7615 3.1966 0.9854
C: -3.6992 -1.9374 -1.5563
C: 1.9861 -4.2288 -0.1488
C: 0.1558 -2.8840 2.7578
C: 1.3695 -3.2549 -1.1331
C: 1.9012 -3.4961 -2.5401
C: -0.3955 0.3011 -4.4919
C: 0.5535 0.7968 -3.4177
C: -3.2764 -1.1496 -0.5254
C: -0.0382 0.2427 4.5404
H: 4.8645 0.4226 -0.8118
H: 2.3093 0.4540 -4.6217
H: 5.1799 0.1001 0.9095
H: 3.3257 0.4444 2.6093
H: 2.5694 1.5200 -3.2247
H: 4.2771 2.4719 1.3268
H: 2.3432 -0.7523 1.7373
H: -2.4764 3.7537 -1.5855
H: -0.5293 -3.1035 -0.1114
H: 3.8233 2.6785 -0.3805
H: 1.4350 -1.4576 7.0401
H: 0.5473 0.8439 6.4918
H: -0.5942 -2.6632 -1.8411
H: 1.5115 -2.7390 -3.2250
H: -1.3226 -0.0548 -4.0326
H: 4.1781 -1.0242 -0.0416
H: -3.4795 1.9142 -1.9840
H: 1.5441 -4.1070 0.8447
H: -4.7265 3.2679 1.7096
H: 2.9942 -3.4384 -2.5449
H: 3.0632 -4.0514 -0.0794
H: 1.8216 -5.2584 -0.4819
H: -0.6316 1.1027 -5.1983
H: 1.7171 0.8883 2.0465
H: 1.7169 2.1320 -4.6641
H: -0.1139 2.3267 0.8619
H: -3.7600 -3.0105 -1.4160
H: 0.6221 2.3425 -1.8955
H: -4.2425 0.5214 -3.8450
H: 1.2602 -3.2686 5.2927
H: -0.4460 3.9477 0.2527
H: -4.3697 -1.9450 -3.5942
H: -3.0968 4.8641 -0.3545
H: -0.4078 2.7307 -3.2929
H: -0.6170 3.5965 1.9948
H: -3.3881 3.8860 2.7146
H: -4.1647 3.6171 -1.0154
H: 0.0606 -0.5291 -5.0389
H: 2.5945 2.8478 0.8902
H: -3.7789 2.1632 2.7430
H: -0.4676 -4.3714 -1.3586
H: 1.5994 -4.4870 -2.8928
H: -0.9587 1.5549 -2.0711

Results
expectation value of S² = 6.060
M = 717.25 g/mol
2S+1 = 5
charge = 0
E_LUMO (spin up / spin down) = -0.2 / -3.0 eV
orbital gap (spin up / spin down) = 8.44 / 6.65 eV
highest occupied orbital energy (spin up / spin down) = -8.669 / -9.659 eV
ΔE to the lowest compared entry with this formula, charge and spin = 2.7 kcal/mol